(1)
{
  "formula": "C19H31N2SSiV",
  "method": "wB97M-V/def2-TZVPD",
  "de_lowest_kcal_mol": 3.2,
  "s2": 3.787,
  "multiplicity": 4,
  "total_charge": 1,
  "total_energy_ev": -67581.453,
  "gap_ev": [6.169, 5.700],
  "e_homo_ha": [-0.380, -0.365],
  "species": ["V", "C", "C", "C", "C", "C", "C", "H", "H", "H", "H", "H", "H", "C", "Si", "C", "C", "C", "C", "C", "C", "C", "C", "H", "H", "H", "H", "H", "H", "H", "H", "H", "H", "H", "H", "H", "H", "H", "H", "H", "H", "H", "H", "H", "S", "C", "N", "C", "C", "C", "N", "H", "H", "H", "H"],
  "positions_angstrom": [[-0.72476, -0.51747, 1.36398], [-3.18395, -0.45327, 1.06457], [-2.87548, 0.73591, 1.73361], [-2.27147, 0.67992, 2.98920], [-1.97185, -0.55065, 3.57069], [-2.30883, -1.73461, 2.90753], [-2.93292, -1.68790, 1.66079], [-3.63764, -0.42038, 0.08573], [-3.10078, 1.68786, 1.27459], [-2.03962, 1.59714, 3.51492], [-1.50216, -0.59508, 4.54368], [-2.08448, -2.69111, 3.35956], [-3.18928, -2.60136, 1.14267], [-2.05636, -0.73922, -2.05666], [-0.41475, -0.37779, -1.14802], [-0.00308, 1.42657, -1.71976], [-0.27809, 1.68408, -3.20109], [1.44890, 1.80872, -1.41365], [-0.92540, 2.35552, -0.91237], [0.82351, -1.67574, -1.85635], [0.93331, -1.65992, -3.38004], [2.23145, -1.51715, -1.26825], [0.28728, -3.04902, -1.41680], [-1.91465, -0.83983, -3.13500], [-2.77669, 0.07255, -1.91153], [-2.53196, -1.66044, -1.70745], [0.35470, 1.07860, -3.85261], [-0.08356, 2.73668, -3.43849], [-1.31665, 1.47556, -3.46525], [2.14364, 1.32709, -2.10204], [1.75373, 1.52126, -0.40125], [1.59277, 2.89148, -1.51625], [-1.98347, 2.15164, -1.10647], [-0.74428, 3.40615, -1.16933], [-0.77111, 2.24739, 0.16799], [1.40380, -0.74305, -3.74509], [-0.03671, -1.75685, -3.87194], [1.55511, -2.49753, -3.71592], [2.73393, -0.62041, -1.63108], [2.85610, -2.37333, -1.54824], [2.21552, -1.47250, -0.17636], [-0.70091, -3.25796, -1.83343], [0.21224, -3.12445, -0.32621], [0.95874, -3.84707, -1.75147], [1.23139, -1.82676, 2.43915], [1.70034, -0.25360, 2.64215], [2.85390, 0.10158, 3.27643], [3.25897, 1.37783, 3.40537], [2.49674, 2.38542, 2.89898], [1.31058, 2.00028, 2.25510], [0.92667, 0.75235, 2.13724], [3.42881, -0.64828, 3.63719], [4.19785, 1.52693, 3.91980], [2.78828, 3.41956, 2.97818], [0.66261, 2.74465, 1.80931]],
  "atomic_forces_ev_per_a": [[-0.41, 0.20, 0.94], [-0.11, 0.16, -0.26], [0.05, -0.03, -0.11], [0.01, 0.12, -0.03], [0.02, -0.12, 0.08], [0.01, -0.08, -0.05], [0.22, -0.18, 0.00], [-0.02, 0.03, -0.01], [0.01, 0.00, -0.01], [0.04, -0.01, -0.01], [0.03, 0.00, -0.01], [0.02, 0.01, 0.02], [-0.01, -0.01, 0.00], [-0.09, -0.04, 0.05], [0.10, 0.02, -0.48], [-0.04, 0.07, 0.25], [0.01, 0.00, -0.11], [0.01, 0.03, -0.02], [0.00, 0.04, -0.03], [0.02, -0.08, 0.22], [0.04, 0.04, -0.11], [0.03, -0.01, -0.01], [-0.01, 0.00, -0.03], [0.02, 0.00, 0.02], [0.03, -0.01, -0.02], [0.02, 0.00, -0.01], [-0.04, 0.05, 0.05], [-0.01, -0.01, -0.03], [0.01, 0.02, 0.01], [-0.02, 0.01, -0.02], [-0.03, 0.00, -0.01], [-0.01, -0.01, 0.00], [0.04, 0.00, -0.02], [0.00, -0.02, -0.02], [0.03, 0.00, 0.01], [-0.01, -0.07, 0.04], [0.02, -0.01, 0.02], [-0.01, 0.01, -0.02], [-0.02, -0.02, -0.01], [-0.01, 0.00, -0.01], [-0.02, -0.02, 0.01], [0.01, 0.01, -0.02], [0.01, 0.01, 0.00], [0.01, 0.01, -0.01], [-0.18, -0.34, -0.11], [0.10, 0.28, -0.02], [0.08, -0.06, -0.02], [0.16, 0.22, 0.08], [-0.05, -0.11, -0.01], [0.06, 0.29, -0.02], [-0.11, -0.42, -0.16], [0.00, -0.06, 0.00], [0.00, 0.04, 0.00], [0.02, -0.01, 0.01], [-0.03, 0.03, -0.02]]
}

=====

(2)
{
  "formula": "C19H31N3",
  "method": "wB97M-V/def2-TZVPD",
  "de_lowest_kcal_mol": 0.0,
  "smiles": "CC(C)CCCN1C(Nc2ccccc2)=NC[C@@H]1CC(C)C",
  "total_charge": 0,
  "total_energy_ev": -24677.236,
  "gap_ev": 8.643,
  "e_homo_ha": -0.291,
  "species": ["C", "C", "C", "C", "C", "C", "N", "C", "N", "C", "C", "C", "C", "C", "C", "N", "C", "C", "C", "C", "C", "C", "H", "H", "H", "H", "H", "H", "H", "H", "H", "H", "H", "H", "H", "H", "H", "H", "H", "H", "H", "H", "H", "H", "H", "H", "H", "H", "H", "H", "H", "H", "H"],
  "positions_angstrom": [[-1.05345, -4.23143, 0.65042], [0.45189, -4.02929, 0.49458], [1.08444, -5.28256, -0.10859], [0.77365, -2.81276, -0.38074], [0.37873, -1.48211, 0.25291], [0.80817, -0.29682, -0.62229], [0.46114, 0.98966, -0.06153], [-0.85288, 1.27848, 0.31091], [-1.85029, 0.84496, -0.50888], [-3.22054, 1.01239, -0.36900], [-3.78938, 1.66378, 0.72243], [-5.16330, 1.78557, 0.80768], [-5.98577, 1.26790, -0.17967], [-5.42120, 0.61963, -1.26525], [-4.04943, 0.49024, -1.36200], [-1.00331, 1.96478, 1.37808], [0.30023, 2.18983, 1.95430], [1.32420, 1.59857, 0.94886], [2.18816, 2.70958, 0.34124], [3.21349, 2.25847, -0.70455], [4.30843, 1.38906, -0.09021], [3.84206, 3.48642, -1.36211], [-1.25370, -5.12679, 1.23444], [-1.51528, -3.38922, 1.15848], [-1.52281, -4.34787, -0.32438], [0.88660, -3.86518, 1.48722], [2.16277, -5.16847, -0.19551], [0.88186, -6.15033, 0.51469], [0.67833, -5.47117, -1.10028], [1.84919, -2.79897, -0.57770], [0.26572, -2.92161, -1.34252], [0.85105, -1.38945, 1.23405], [-0.70142, -1.43816, 0.40143], [1.89040, -0.31881, -0.76174], [0.35495, -0.39059, -1.61681], [-1.55348, 0.39140, -1.35958], [-3.13608, 2.06406, 1.47945], [-5.59691, 2.29317, 1.65686], [-7.05817, 1.36870, -0.10568], [-6.05164, 0.21178, -2.04218], [-3.61289, -0.01732, -2.21235], [0.45135, 3.26276, 2.09528], [0.34607, 1.71192, 2.93898], [1.95663, 0.84232, 1.42476], [2.71270, 3.21417, 1.15637], [1.51167, 3.43099, -0.12299], [2.69202, 1.68748, -1.47932], [5.03452, 1.10384, -0.84871], [4.82910, 1.93723, 0.69236], [3.90138, 0.47956, 0.34483], [4.35642, 4.09231, -0.61900], [3.08095, 4.10037, -1.83790], [4.56367, 3.18752, -2.11920]],
  "atomic_forces_ev_per_a": [[0.27, 0.11, 0.15], [-0.02, -0.10, -0.32], [-0.03, 0.20, 0.23], [-0.05, 0.06, 0.47], [0.18, 0.00, -0.36], [-0.24, -0.37, 0.23], [-0.08, 0.17, -0.21], [0.36, 0.30, 0.42], [0.44, -0.33, -0.52], [-0.51, 0.05, 0.15], [0.15, 0.05, 0.10], [-0.15, -0.08, -0.14], [-0.15, 0.05, 0.07], [0.01, -0.01, -0.03], [0.08, 0.01, 0.01], [-0.59, -0.01, -0.14], [0.21, -0.22, 0.07], [0.18, 0.51, 0.12], [0.05, -0.47, -0.15], [0.08, 0.23, 0.19], [-0.26, 0.02, -0.19], [-0.16, -0.27, -0.03], [-0.08, -0.09, 0.05], [-0.14, 0.07, 0.04], [-0.09, -0.02, -0.14], [0.01, 0.03, -0.02], [0.12, -0.03, -0.05], [0.00, -0.14, 0.02], [-0.05, -0.05, -0.15], [0.05, -0.01, -0.09], [0.01, -0.05, -0.12], [-0.01, 0.02, 0.08], [-0.02, 0.03, 0.06], [-0.05, 0.02, -0.11], [0.14, -0.07, -0.02], [-0.03, 0.11, 0.13], [-0.06, 0.03, 0.03], [-0.02, 0.04, 0.07], [-0.09, 0.01, 0.01], [-0.03, -0.03, -0.06], [0.05, -0.05, -0.08], [0.14, -0.03, 0.03], [0.10, 0.08, -0.02], [-0.04, -0.04, -0.05], [0.05, 0.12, 0.06], [-0.07, 0.07, 0.07], [-0.02, 0.00, 0.00], [0.11, -0.06, -0.03], [0.09, 0.06, 0.12], [0.02, -0.15, 0.09], [0.08, 0.10, 0.09], [-0.05, 0.11, -0.06], [0.11, 0.03, -0.09]]
}

=====

(3)
{
  "formula": "C19H31NO2",
  "method": "wB97M-V/def2-TZVPD",
  "de_lowest_kcal_mol": 37.3,
  "smiles": "Cc1ccc(C(C)(C)C)c(OCCOCCN2CCCC2)c1",
  "total_charge": 0,
  "total_energy_ev": -25790.612,
  "gap_ev": 8.854,
  "e_homo_ha": -0.297,
  "species": ["C", "C", "C", "C", "C", "C", "C", "C", "C", "C", "O", "C", "C", "O", "C", "C", "N", "C", "C", "C", "C", "C", "H", "H", "H", "H", "H", "H", "H", "H", "H", "H", "H", "H", "H", "H", "H", "H", "H", "H", "H", "H", "H", "H", "H", "H", "H", "H", "H", "H", "H", "H", "H"],
  "positions_angstrom": [[0.92670, -5.50623, -1.46959], [0.19424, -4.38657, -0.79452], [-0.47535, -4.56662, 0.40017], [-1.13483, -3.50506, 0.99737], [-1.16370, -2.23388, 0.44478], [-1.90775, -1.08900, 1.12207], [-2.98699, -0.54662, 0.17454], [-0.91270, 0.02205, 1.48201], [-2.60663, -1.52195, 2.41591], [-0.47682, -2.05392, -0.77350], [-0.47929, -0.80320, -1.33927], [0.01762, -0.63995, -2.64971], [-0.26589, 0.79727, -3.11266], [0.74948, 1.71253, -2.80083], [0.89058, 1.96939, -1.41877], [1.89801, 3.12113, -1.24422], [2.03974, 3.64227, 0.08883], [2.53772, 2.73017, 1.10404], [2.22029, 3.45619, 2.40501], [0.82624, 4.00839, 2.11632], [0.90581, 4.38654, 0.63351], [0.18347, -3.12083, -1.36662], [0.75708, -6.44676, -0.95193], [1.99790, -5.30576, -1.47969], [0.59815, -5.61135, -2.50259], [-0.48852, -5.53709, 0.87417], [-1.64402, -3.69603, 1.92673], [-2.54372, -0.15779, -0.73559], [-3.68482, -1.33877, -0.08991], [-3.54103, 0.25462, 0.65969], [-0.14692, -0.36261, 2.15339], [-1.43042, 0.84007, 1.97987], [-0.43275, 0.40682, 0.59015], [-1.89083, -1.88055, 3.15194], [-3.12377, -0.66522, 2.84399], [-3.34552, -2.29688, 2.22568], [-0.48328, -1.34174, -3.32963], [1.10133, -0.81399, -2.68822], [-0.33810, 0.81477, -4.20229], [-1.22539, 1.11996, -2.68053], [-0.08600, 2.24863, -0.99499], [1.24810, 1.07090, -0.89991], [1.59145, 3.94005, -1.89995], [2.87912, 2.77423, -1.57980], [3.60781, 2.56705, 0.95348], [2.03082, 1.75242, 1.09347], [2.24692, 2.79866, 3.27168], [2.92496, 4.27407, 2.55332], [0.56728, 4.85619, 2.74757], [0.08274, 3.22398, 2.26596], [1.11077, 5.45703, 0.51057], [-0.03286, 4.16513, 0.11456], [0.71357, -2.98216, -2.29607]],
  "atomic_forces_ev_per_a": [[0.02, 0.04, 0.00], [-0.12, -0.02, 0.17], [0.11, -0.10, -0.13], [0.02, 0.10, -0.07], [-0.05, 0.11, 0.03], [-0.10, 0.18, 0.06], [0.10, 0.00, 0.04], [-0.07, -0.06, -0.06], [0.15, 0.02, -0.24], [0.09, -0.14, -0.04], [-0.10, -0.18, 0.35], [0.00, 0.32, -0.44], [-0.01, -0.41, 0.08], [0.22, 0.20, 0.02], [0.19, 0.22, 0.25], [-0.13, -0.18, -0.26], [-0.09, -0.19, 0.20], [0.18, -0.03, 0.08], [-0.02, -0.14, -0.09], [0.07, 0.04, -0.08], [-0.09, 0.39, -0.06], [0.02, 0.19, -0.12], [0.02, -0.08, -0.01], [0.08, -0.06, -0.03], [0.01, -0.07, -0.07], [0.01, -0.11, 0.03], [-0.09, 0.05, 0.12], [-0.05, 0.05, -0.07], [-0.11, -0.06, -0.03], [-0.09, 0.09, 0.07], [0.09, -0.01, 0.09], [-0.06, 0.11, 0.08], [0.10, 0.10, -0.04], [0.04, -0.08, 0.12], [-0.03, 0.08, 0.02], [-0.09, -0.12, 0.04], [0.07, 0.02, 0.07], [-0.10, -0.04, -0.02], [-0.07, -0.07, 0.08], [0.04, -0.04, -0.08], [0.05, -0.07, 0.03], [-0.10, 0.07, 0.00], [0.05, -0.06, -0.08], [-0.03, 0.03, -0.12], [-0.01, -0.11, 0.05], [0.03, -0.03, 0.03], [0.04, 0.00, 0.05], [0.07, 0.01, 0.03], [-0.08, -0.01, 0.02], [-0.04, -0.01, 0.02], [-0.20, -0.02, 0.01], [0.00, 0.01, -0.01], [0.04, 0.06, -0.10]]
}

=====

(4)
{
  "formula": "C19H32BCaCl5F4LiN2O12S2",
  "method": "wB97M-V/def2-TZVPD",
  "total_charge": 1,
  "total_energy_ev": -162234.284,
  "gap_ev": 1.183,
  "e_homo_ha": -0.250,
  "species": ["C", "C", "O", "C", "O", "S", "O", "O", "H", "H", "H", "H", "H", "H", "H", "H", "C", "C", "O", "O", "H", "H", "H", "O", "H", "H", "C", "Cl", "Cl", "Cl", "H", "Li", "O", "H", "H", "C", "N", "C", "C", "C", "C", "C", "C", "C", "C", "N", "C", "C", "C", "H", "H", "H", "H", "H", "H", "H", "H", "H", "H", "H", "H", "H", "H", "C", "Cl", "Cl", "H", "H", "O", "S", "O", "O", "O", "B", "F", "F", "F", "F", "Ca"],
  "positions_angstrom": [[1.12275, -2.63118, 2.21480], [0.18840, -3.09608, 3.32083], [-0.01346, -4.51163, 3.21262], [-1.17463, -2.45803, 3.30214], [-1.73772, -2.54315, 1.92757], [-3.29557, -2.93722, 1.77316], [-3.93249, -2.43657, 2.97075], [-3.28190, -4.51042, 1.88232], [0.61648, -2.65843, 1.24823], [1.97675, -3.30604, 2.15252], [1.50466, -1.62545, 2.41194], [0.60907, -2.85809, 4.30352], [0.56375, -4.97759, 3.82041], [-1.83775, -2.99691, 3.97463], [-1.15871, -1.40476, 3.59420], [-3.62235, -4.81987, 2.74219], [-3.88647, 0.29484, 4.80031], [-2.59539, 0.97378, 5.22395], [-1.49466, 0.40976, 4.86630], [-2.68032, 2.00985, 5.89946], [-3.68702, -0.62974, 4.27373], [-4.47895, 0.04962, 5.68066], [-4.47269, 0.96772, 4.17226], [-1.90094, -0.55303, 0.03664], [-1.83776, -1.28054, 0.71093], [-1.19765, 0.05982, 0.27668], [-1.59261, -5.67343, -0.72487], [-1.28710, -4.46037, -1.99853], [-2.97034, -6.68016, -1.13947], [-0.15528, -6.62411, -0.41735], [-1.83782, -5.13238, 0.17913], [-3.39418, -0.45612, -1.16307], [-6.51913, -1.20569, 6.18534], [-6.04150, -1.96720, 6.55027], [-6.56765, -1.40854, 5.24673], [5.74365, 0.92451, -8.42450], [4.70683, 1.17222, -7.40151], [3.92595, 2.25561, -7.53404], [2.94618, 2.52142, -6.61049], [2.79520, 1.69671, -5.50197], [3.61553, 0.57690, -5.38525], [4.55984, 0.34168, -6.35561], [1.80633, 2.09949, -4.47628], [0.78121, 1.28245, -4.00086], [-0.05205, 1.76408, -3.02127], [0.10946, 2.99669, -2.51010], [1.09090, 3.80735, -2.96733], [1.95000, 3.39182, -3.95055], [-0.75276, 3.47161, -1.42244], [6.39030, 1.79693, -8.47998], [5.26290, 0.74746, -9.38297], [6.32248, 0.05435, -8.13429], [4.12340, 2.90379, -8.37592], [2.35975, 3.42118, -6.72655], [3.56093, -0.08567, -4.53357], [5.24121, -0.49457, -6.30920], [0.62483, 0.28577, -4.38933], [-0.86019, 1.16825, -2.60444], [1.16116, 4.78413, -2.50860], [2.74850, 4.05415, -4.29907], [-1.23385, 4.40304, -1.70940], [-0.13566, 3.61791, -0.54076], [-1.50627, 2.71859, -1.21562], [0.27818, 2.29973, 4.08050], [0.33870, 2.95186, 2.43170], [1.70528, 1.36169, 4.52363], [0.24412, 3.17827, 4.72713], [-0.62755, 1.65449, 4.26421], [-5.06175, -3.13159, 7.89592], [-4.96797, -3.46811, 9.31668], [-6.22063, -3.16429, 10.01827], [-3.91943, -2.67651, 9.98590], [-4.61800, -4.88815, 9.45879], [5.35649, 5.13669, -5.57646], [5.88093, 6.23068, -4.95056], [5.11256, 5.32872, -6.94636], [6.14147, 3.97569, -5.42205], [4.05750, 4.82548, -4.97326], [1.08450, 3.78485, 6.42697]],
  "atomic_forces_ev_per_a": [[0.13, 0.11, 0.05], [0.01, -0.57, -0.02], [-0.15, 0.13, -0.18], [0.08, 0.24, 0.09], [0.17, -0.04, -0.22], [-0.43, 0.87, 0.58], [-0.40, -0.29, -0.52], [0.07, -0.72, -0.04], [0.03, 0.00, 0.01], [-0.01, 0.04, 0.05], [-0.12, 0.01, -0.05], [-0.01, 0.06, -0.04], [0.09, 0.00, 0.06], [0.02, 0.08, 0.01], [-0.10, 0.01, 0.00], [0.14, 0.07, 0.08], [0.15, -0.11, 0.14], [-0.16, -0.20, 0.26], [-0.04, 0.15, -0.35], [0.61, 0.29, -0.25], [0.02, 0.01, -0.10], [-0.08, 0.16, 0.00], [-0.05, 0.05, 0.05], [-0.31, 0.01, -0.40], [0.19, 0.07, 0.03], [-0.05, 0.04, 0.12], [-0.06, -0.01, 0.20], [-0.03, 0.08, -0.02], [0.03, 0.04, -0.06], [0.04, -0.02, -0.06], [0.05, -0.03, 0.00], [0.27, -0.33, 0.66], [0.04, -0.22, -0.27], [0.00, 0.08, 0.45], [-0.07, 0.08, -0.03], [0.09, 0.02, 0.07], [-0.05, 0.02, 0.03], [0.03, 0.00, 0.02], [0.19, 0.30, 0.08], [-0.14, -0.08, -0.29], [-0.14, 0.09, 0.01], [0.15, 0.02, -0.03], [0.23, 0.30, 0.29], [0.18, -0.02, -0.07], [-0.09, -0.18, 0.08], [0.11, 0.01, -0.19], [-0.14, -0.07, 0.08], [-0.21, -0.19, -0.05], [0.03, 0.02, 0.10], [0.00, 0.01, 0.03], [-0.02, 0.00, 0.00], [0.02, 0.00, -0.01], [0.02, 0.03, 0.03], [0.02, 0.01, -0.01], [-0.01, -0.02, -0.01], [-0.01, -0.01, 0.00], [0.00, -0.01, 0.01], [0.22, 0.18, -0.11], [-0.01, 0.00, 0.01], [-0.04, -0.07, 0.07], [0.02, 0.01, 0.00], [-0.06, 0.07, 0.12], [-0.03, 0.04, 0.02], [-0.39, -0.10, -0.29], [0.12, -0.06, -0.12], [0.10, 0.17, 0.09], [-0.64, -0.08, -1.01], [0.22, -0.20, 0.14], [-0.11, 0.06, -0.10], [-0.22, -0.30, -0.50], [0.01, 0.20, 0.02], [0.14, -0.02, 0.24], [0.24, 0.10, 0.10], [-0.08, -0.38, -0.22], [0.04, -0.01, -0.04], [-0.07, -0.04, 0.01], [-0.07, -0.06, 0.02], [0.02, 0.10, -0.05], [0.26, -0.02, 1.21]]
}